The following is a DFT calculation (ωB97M-V with the def2-TZVPD basis set) of C41H49FNNbO4PSe2Si2 as an isolated structure at a distorted geometry.

Each line ends with the Löwdin charge.
Element x y z (Å)
1 H 7.14 16.68 9.18  0.0848
2 H 11.46 15.09 7.64  0.1092
3 O 8.39 14.20 15.93  -0.0668
4 C 16.14 14.07 17.15  -0.0431
5 C 15.34 12.93 17.42  -0.0538
6 H 9.77 11.48 15.96  -0.0056
7 H 15.16 12.58 18.43  0.1088
8 C 7.83 15.53 11.55  -0.1076
9 H 17.42 10.37 10.30  0.1128
10 H 12.72 14.24 9.49  0.0930
11 H 6.96 11.69 12.82  0.0423
12 C 16.31 14.43 15.82  -0.0782
13 C 12.02 7.43 12.71  -0.0950
14 H 16.58 14.64 17.94  0.1064
15 C 10.60 9.46 12.53  -0.3883
16 Si 8.56 10.16 14.24  0.3503
17 H 12.05 18.70 11.58  0.1132
18 H 18.07 8.68 14.29  0.1133
19 C 10.52 14.31 14.84  -0.4567
20 H 7.80 14.55 16.69  0.1512
21 C 10.37 13.48 8.51  -0.2363
22 C 7.00 14.22 9.68  -0.0925
23 H 13.61 7.17 11.23  0.1149
24 Se 13.27 13.01 12.19  0.4981
25 O 10.08 13.30 11.36  -0.4821
26 H 8.23 14.93 12.33  0.0553
27 H 8.12 16.53 11.77  0.0631
28 C 17.08 10.11 11.29  -0.0604
29 H 15.97 13.92 13.78  0.1011
30 O 9.95 13.38 14.09  -0.2535
31 H 14.99 10.73 10.99  0.0992
32 H 8.39 7.63 14.15  0.0233
33 H 9.97 9.71 16.26  0.0273
34 C 9.24 10.49 15.96  -0.2029
35 C 11.03 8.23 13.20  -0.0653
36 C 11.61 13.36 6.43  -0.0920
37 H 8.70 16.62 14.68  0.0837
38 C 13.44 17.29 10.82  -0.1129
39 C 14.80 12.15 16.40  -0.1169
40 C 17.51 9.28 13.56  -0.0473
41 C 8.15 16.32 9.17  -0.0777
42 H 9.75 10.57 6.85  0.1042
43 C 11.10 12.11 6.12  -0.0754
44 H 11.28 11.61 5.13  0.1259
45 H 10.57 13.86 17.50  0.0663
46 H 12.24 6.49 13.23  0.1202
47 H 8.84 17.14 9.49  0.0867
48 C 15.79 13.66 14.81  -0.1054
49 C 15.44 10.47 13.08  -0.3736
50 H 14.37 17.87 11.02  0.1227
51 H 8.77 16.97 16.51  0.0835
52 O 11.75 14.58 14.83  0.0104
53 C 11.29 15.62 10.38  -0.2468
54 H 8.37 10.54 16.71  0.0730
55 C 9.85 12.24 8.21  -0.1057
56 C 10.38 14.86 17.25  -0.0225
57 H 10.64 7.99 14.20  0.1092
58 H 8.98 11.89 8.73  0.0979
59 H 14.15 11.33 16.63  0.0613
60 C 7.24 11.44 13.88  -0.1721
61 C 12.21 8.76 10.73  0.0076
62 C 17.94 9.54 12.22  -0.0516
63 H 11.37 15.38 17.13  0.1065
64 H 14.74 15.65 10.21  0.1289
65 C 11.18 14.05 7.53  -0.1095
66 C 12.60 15.19 10.06  -0.2122
67 H 16.89 15.34 15.43  0.1403
68 C 16.32 9.83 13.99  -0.0821
69 C 10.20 11.55 7.03  -0.0691
70 C 11.10 16.79 11.06  -0.0634
71 C 12.71 7.71 11.53  -0.0563
72 H 10.27 17.07 15.51  0.1226
73 C 15.79 10.52 11.73  -0.1060
74 Si 9.91 14.40 10.05  0.6230
75 F 11.10 10.84 10.65  -0.0339
76 C 9.58 15.03 15.95  -0.4905
77 H 7.40 12.42 14.41  0.0297
78 H 10.13 17.09 11.50  0.1010
79 H 12.54 8.90 9.71  0.1216
80 Se 12.25 11.07 14.59  0.5110
81 C 11.30 9.66 11.31  -0.2412
82 C 12.21 17.71 11.13  -0.0673
83 H 9.84 15.32 18.11  0.1011
84 H 8.44 16.03 8.15  0.0871
85 H 16.16 9.86 15.07  0.1084
86 Nb 10.82 12.23 12.75  1.5175
87 C 7.78 8.52 14.04  -0.1718
88 C 15.05 12.50 15.04  -0.4118
89 P 14.20 11.62 13.73  0.4176
90 H 6.28 11.07 14.27  0.0377
91 C 8.14 15.14 10.16  -0.6116
92 H 7.18 13.99 8.63  0.0743
93 N 9.84 10.46 13.06  -0.2775
94 H 6.03 14.74 9.63  0.0896
95 H 18.90 9.18 11.88  0.1083
96 H 6.95 8.42 14.82  0.0680
97 H 6.73 15.57 11.68  0.1081
98 C 13.67 16.02 10.34  -0.1109
99 C 9.26 16.51 15.63  -0.0066
100 H 6.84 13.29 10.27  0.0909
101 H 7.32 8.67 12.99  0.0809
102 H 12.43 13.80 5.85  0.1155

Calculated values
Energy above the lowest of the compared OMol25 structures with the same formula, charge and spin in kJ/mol: 146.2
Energy in eV: -212996.3710
HOMO-LUMO gap in Eh: 0.261
Total charge: +1
HOMO level in eV: -10.854

=====

The following is a DFT calculation (ωB97M-V with the def2-TZVPD basis set) of a 3-piece molecular cluster, C12H29FIN4O10P4 overall at a distorted geometry.

Each line ends with the Löwdin charge.
Element x y z (Å)
1 H 1.90 -0.91 -4.33  0.0381
2 C 2.48 -0.52 -0.15  -0.0215
3 H -2.49 5.97 -7.17  0.0904
4 I 3.62 -5.49 -0.15  0.5259
5 H -3.61 4.69 -6.65  0.0867
6 O -3.09 6.14 -5.22  -0.1976
7 H 2.30 -5.74 9.83  0.0927
8 H -7.20 4.85 -4.85  0.0895
9 H -1.63 2.10 -3.13  0.0619
10 H 2.67 -1.27 5.59  0.0887
11 H 2.71 -0.64 0.90  0.1363
12 C -1.43 0.02 -2.66  -0.4089
13 C 0.86 -0.60 -4.33  -0.2588
14 C -4.10 6.06 -1.61  -0.0840
15 H -5.08 6.53 -1.59  0.0920
16 C -6.34 4.59 -4.23  -0.0828
17 O 1.68 -2.40 7.00  -0.1957
18 P 0.40 -0.07 -2.64  0.9895
19 O 3.82 -2.76 1.43  -0.3982
20 N 0.75 -3.57 -0.86  0.0450
21 H 4.40 -2.63 0.66  0.0465
22 O -5.38 5.65 -4.36  -0.2115
23 H 0.98 -0.83 5.91  0.0907
24 H 5.18 -4.67 5.40  0.0909
25 H -4.20 4.99 -1.42  0.0846
26 H -6.67 4.50 -3.19  0.0870
27 P 2.15 -3.91 6.94  0.3284
28 C -1.88 1.44 -2.31  -0.1703
29 O 4.33 0.68 -0.97  0.2403
30 O 2.17 -4.22 8.47  -0.1936
31 O -3.51 3.95 -3.91  -0.2370
32 C 0.75 -1.57 -1.66  -0.3774
33 H -1.77 -0.25 -3.65  0.0832
34 O 1.37 -4.79 6.08  -0.2285
35 H 3.59 -5.40 5.15  0.0829
36 O -3.47 6.31 -2.87  -0.1991
37 P -3.84 5.37 -4.07  0.3258
38 H 0.24 -1.43 -4.65  0.0483
39 H 1.89 0.38 -0.27  0.1252
40 H -2.95 1.51 -2.20  0.0746
41 H -3.47 6.50 -0.84  0.0897
42 N 0.20 -2.80 -1.76  0.1031
43 C 4.12 -4.46 5.31  -0.0971
44 O 3.69 -3.83 6.53  -0.2112
45 H 3.95 -3.79 4.47  0.0659
46 H 0.71 0.24 -4.99  0.0502
47 C 3.71 -0.30 -0.97  -0.4853
48 H 2.68 -6.23 8.17  0.0891
49 P 2.58 -3.75 1.17  0.5575
50 N 1.65 -1.62 -0.66  -0.0377
51 C -3.38 5.76 -6.58  -0.0789
52 H -1.36 1.82 -1.44  0.0598
53 F 4.05 -1.37 -1.70  0.1296
54 H 1.34 -2.28 4.95  0.0782
55 H 3.85 -5.26 9.10  0.0915
56 H -5.93 3.64 -4.56  0.0800
57 C 2.79 -5.44 8.91  -0.0729
58 H -4.22 6.35 -6.95  0.0921
59 H -1.86 -0.73 -1.99  0.0759
60 C 1.67 -1.66 5.78  -0.0995
61 N 1.64 -2.88 -0.19  -0.2604

Calculated values
Energy in eV: -87320.5593
HOMO-LUMO gap in Eh: 0.291
Total charge: +1
HOMO level in eV: -12.413

=====

The following is a DFT calculation (ωB97M-V with the def2-TZVPD basis set) of C36H40BNP2Sn as an isolated structure at a distorted geometry.

Each line ends with the Löwdin charge.
Element x y z (Å)
1 H -3.65 3.57 -0.79  0.0265
2 C 4.17 -1.23 -3.59  -0.0824
3 C 5.47 -1.44 -4.06  -0.0506
4 C 1.18 3.05 -0.19  -0.0659
5 H 7.57 -1.58 -3.54  0.1195
6 C 2.00 3.90 -0.91  -0.0463
7 H -2.29 -4.35 -0.66  0.1194
8 H 3.57 4.03 -2.38  0.1161
9 B -3.04 3.23 -1.79  -0.3966
10 H -3.97 -3.16 3.14  0.1201
11 H -3.24 6.68 0.10  0.1458
12 N -1.28 1.23 -1.17  0.0535
13 C 1.25 1.66 -0.39  -0.1315
14 C -1.84 -2.89 2.92  -0.0498
15 P 2.23 -0.68 -1.56  0.9201
16 C -2.39 2.96 2.27  -0.1543
17 C -4.24 5.35 3.22  -0.1845
18 H 1.89 4.98 -0.78  0.1201
19 H 3.14 -0.95 0.73  0.1004
20 H 2.06 -3.12 1.32  0.1116
21 C 2.99 -6.57 -0.69  -0.0534
22 C -4.67 4.00 2.73  -0.0907
23 C -3.28 -3.76 1.18  -0.0477
24 C 1.07 -5.09 -0.48  -0.3272
25 H 7.17 -1.25 -1.10  0.1230
26 H 3.87 1.57 -2.53  0.1035
27 C 1.01 -7.31 0.49  -0.0444
28 H 0.46 3.45 0.53  0.0790
29 C 6.56 -1.43 -3.18  -0.0419
30 C -2.05 2.09 -1.40  -0.2214
31 C 1.75 -2.55 0.43  -0.3068
32 C 2.21 1.13 -1.26  -0.3627
33 C -2.31 -1.33 -1.91  -0.2670
34 C 3.94 -0.99 -2.21  -0.3516
35 C -2.18 -3.88 0.33  -0.1313
36 C 3.08 1.99 -1.92  -0.0715
37 H -3.34 5.30 3.85  0.1069
38 C -3.11 -3.26 2.47  -0.0441
39 P 0.43 -3.35 -0.50  0.8913
40 H 2.79 -8.49 0.25  0.1174
41 H -1.69 -2.54 3.94  0.1192
42 C 2.95 3.37 -1.79  -0.0445
43 H 0.23 -2.61 2.38  0.0965
44 H -3.60 7.30 2.65  0.1490
45 H -5.08 5.71 3.84  0.1269
46 H 0.47 -8.06 1.07  0.1221
47 H -0.62 -5.90 0.61  0.1019
48 H -4.34 2.05 2.01  0.1140
49 C 2.38 -5.34 -0.96  -0.0873
50 H 0.54 0.99 0.11  0.0766
51 H 3.33 -1.23 -4.29  0.1098
52 C -2.07 5.24 1.03  0.0431
53 H -1.40 5.21 0.15  0.1335
54 C 5.04 -1.00 -1.34  -0.0797
55 C 0.38 -6.09 0.22  -0.0675
56 C -0.93 -3.39 0.73  -0.3841
57 C 2.31 -7.54 0.04  -0.0446
58 H -2.80 -0.73 -2.69  0.0256
59 H -2.33 4.14 -2.16  0.0102
60 H -0.60 4.08 1.98  0.0883
61 H -4.27 -4.06 0.82  0.1242
62 H -1.64 4.83 3.14  0.1246
63 C -3.89 3.00 2.31  -0.1073
64 H -3.82 2.90 -2.67  0.0283
65 C -4.02 6.43 2.14  -0.1257
66 H 4.01 -6.75 -1.04  0.1197
67 C -0.75 -2.93 2.04  -0.0693
68 H -4.99 6.75 1.73  0.1375
69 H -2.47 -0.77 -0.98  -0.0112
70 H -2.78 -2.32 -1.79  -0.0036
71 C -3.12 6.08 1.00  0.0581
72 H 2.93 -4.55 -1.50  0.1073
73 H -1.99 2.48 3.18  0.1299
74 C 6.34 -1.23 -1.81  -0.0456
75 C -1.65 4.34 2.16  -0.1442
76 H 4.90 -0.84 -0.27  0.1000
77 H 5.64 -1.60 -5.13  0.1217
78 H -5.74 3.77 2.85  0.1187
79 C 2.38 -1.41 0.09  -0.2796
80 H -2.08 2.33 1.42  0.0937
81 Sn -0.12 -1.58 -2.19  1.0635

Calculated values
Energy in eV: -64535.1640
HOMO-LUMO gap (alpha / beta) in Eh: 0.232 / 0.173
Total charge: +2
HOMO level (alpha / beta) in eV: -13.635 / -13.461

=====

The following is a DFT calculation (ωB97M-V with the def2-TZVPD basis set) of C25H22LuNO4S as an isolated structure at a distorted geometry.

Each line ends with the Löwdin charge.
Element x y z (Å)
1 H -2.70 -0.28 -4.40  0.1498
2 H 0.30 -1.78 -2.85  0.0997
3 H -7.68 -1.26 -2.00  0.1127
4 H 9.23 -0.66 3.13  0.0997
5 H 2.20 0.98 -0.02  0.1208
6 C 8.14 -0.71 3.26  -0.0877
7 C -5.39 -0.09 -4.92  -0.0238
8 H -3.50 -2.33 -2.16  0.1202
9 H -8.70 -0.57 -4.17  0.1127
10 H 5.74 -0.59 5.71  0.1168
11 S 3.62 -0.58 3.47  0.5900
12 H 0.61 2.46 -1.69  0.1176
13 C -1.81 -0.87 1.60  -0.2109
14 H -1.51 2.48 1.38  0.1114
15 C -2.77 -1.72 -2.70  -0.1132
16 C -7.61 -0.55 -4.05  -0.0704
17 H 0.31 -1.40 2.22  0.1217
18 H -5.22 -1.28 -1.71  0.1118
19 C 5.91 -0.92 2.31  -0.1357
20 H -3.45 0.63 1.13  0.1051
21 H 8.26 -0.49 5.41  0.0988
22 C -5.65 -0.93 -2.66  -0.0244
23 H -4.75 0.24 -5.74  0.1155
24 O 3.23 0.80 3.71  -0.3539
25 C -0.42 -0.67 1.86  -0.1823
26 C 6.19 -0.64 4.72  -0.0419
27 O 3.02 -1.58 4.33  -0.3424
28 H -7.22 0.12 -6.06  0.1090
29 Lu -0.84 -0.05 -0.49  1.6752
30 C -6.78 -0.14 -5.10  -0.0718
31 C 7.31 -0.90 2.14  -0.0130
32 O 4.97 -1.48 0.10  -0.0157
33 C 4.81 -1.14 1.28  -0.5257
34 H 2.14 -1.55 -0.86  0.1182
35 H -1.82 -2.16 -3.00  0.1060
36 C -4.79 -0.50 -3.70  -0.1833
37 C 1.46 -0.76 -1.20  -0.1581
38 C 1.54 0.60 -0.80  -0.1788
39 H 0.78 1.22 2.08  0.1200
40 C 0.71 1.37 -1.68  -0.1948
41 C -2.40 0.41 1.32  -0.2230
42 H 7.70 -1.03 1.13  0.1124
43 C 7.59 -0.61 4.56  -0.0816
44 H -0.51 0.75 -3.46  0.0978
45 H -2.35 -1.83 1.66  0.1109
46 C -7.04 -0.93 -2.83  -0.0663
47 C -0.15 0.73 1.79  -0.1753
48 O -2.66 -0.37 -2.12  -0.2301
49 C -3.33 -0.66 -3.58  -0.0727
50 C 0.56 -0.87 -2.31  -0.2106
51 C 5.39 -0.73 3.57  -0.2328
52 N 3.59 -0.94 1.88  -0.1052
53 C -1.37 1.40 1.43  -0.1952
54 C 0.12 0.47 -2.62  -0.2327

Calculated values
Energy in eV: -80415.4237
HOMO-LUMO gap in Eh: 0.238
Total charge: 0
HOMO level in eV: -7.380

=====

The following is a DFT calculation (ωB97M-V with the def2-TZVPD basis set) of a 2-piece molecular cluster, C8H14N3O overall at a distorted geometry.

Each line ends with the Löwdin charge.
Element x y z (Å)
1 C -2.25 0.82 -0.41  -0.3247
2 C 1.73 0.08 -0.95  -0.0401
3 H 0.38 2.71 -0.98  0.1939
4 H 1.15 -2.60 -1.12  0.1317
5 H -2.13 0.21 2.19  0.1457
6 C 1.88 -1.06 1.37  -0.0737
7 H -1.61 -1.34 1.67  0.1328
8 O -2.67 -0.16 0.33  0.1152
9 H 0.47 -2.95 0.28  0.0925
10 C -0.62 2.17 -0.96  0.0023
11 C -0.45 0.38 0.89  -0.0812
12 N -0.96 1.24 -0.07  0.0531
13 N -1.72 2.32 -1.70  0.0622
14 H 2.77 -1.68 1.29  0.1079
15 N -2.70 1.53 -1.38  0.1924
16 H 2.25 -0.06 1.68  0.0836
17 H 2.08 1.04 -0.54  0.1002
18 H -0.48 -1.73 -0.91  0.1029
19 C 1.10 -0.82 0.11  -0.4188
20 H 0.24 0.80 1.63  0.1390
21 H 1.27 -1.22 2.26  0.0904
22 H -1.72 3.04 -2.38  0.1727
23 C 0.44 -2.07 -0.36  -0.0726
24 H 2.31 -0.56 -1.45  0.0343
25 H 0.91 0.24 -1.81  0.1298
26 C -1.68 -0.33 1.35  -0.0715

Calculated values
Energy above the lowest of the compared OMol25 structures with the same formula, charge and spin in kJ/mol: 344.5
Energy in eV: -15030.7197
HOMO-LUMO gap in Eh: 0.333
Total charge: +1
HOMO level in eV: -12.563

=====

The following is a DFT calculation (ωB97M-V with the def2-TZVPD basis set) of C26H47AsMnN4OSi2 as an isolated structure at a distorted geometry.

Each line ends with the Mulliken spin population.
Element x y z (Å)
1 C -5.24 -0.29 1.07  -0.0001
2 C 1.36 -1.82 -2.72  -0.0232
3 C 0.30 3.23 -2.35  0.0065
4 Mn 0.21 0.00 -0.34  4.8169
5 H -1.96 -1.04 -3.06  0.0024
6 Si -3.57 -1.00 1.43  0.0025
7 C 0.94 -2.55 0.79  0.0171
8 H -3.50 -2.52 -0.50  0.0017
9 C -3.42 3.85 0.65  0.0030
10 C 2.17 -2.20 -3.81  -0.0012
11 H -2.03 -2.60 0.53  0.0037
12 H -3.87 2.48 3.25  -0.0006
13 C 2.31 2.25 -1.35  0.0221
14 C 0.65 -4.62 2.01  -0.0003
15 C -3.12 -2.52 0.53  0.0115
16 C 1.09 -1.89 2.05  0.0036
17 H 1.09 0.65 -3.85  -0.0025
18 C -2.78 2.68 3.16  0.0032
19 C 0.89 -2.56 3.25  -0.0054
20 H -5.33 0.59 1.75  0.0002
21 H -5.10 0.09 0.03  -0.0016
22 H -2.29 1.88 3.72  -0.0001
23 H 1.13 -1.98 4.11  -0.0002
24 C 3.82 2.36 -1.02  0.0038
25 C 2.83 -0.30 1.71  0.0332
26 C 3.59 -3.50 -2.41  -0.0041
27 C 2.42 4.19 -2.85  -0.0005
28 H -0.30 2.74 -1.61  0.0075
29 H -0.17 -0.07 3.26  -0.0052
30 C -0.50 3.36 1.39  -0.0217
31 H 0.89 1.37 2.86  -0.0005
32 H 1.38 0.10 4.05  0.0009
33 C 2.88 -3.06 -1.29  0.0159
34 N 1.71 3.28 -2.03  0.0077
35 C 0.25 0.02 -3.96  0.0166
36 H 3.91 3.12 -0.24  0.0007
37 H 2.98 -0.54 0.67  -0.0011
38 H 0.50 -5.73 2.03  -0.0003
39 H 4.43 -4.13 -2.30  -0.0004
40 H -3.19 4.81 1.19  0.0006
41 H 0.75 -4.50 -0.08  0.0008
42 C 3.30 -3.02 -3.64  0.0105
43 N 0.23 -0.94 -2.88  0.0292
44 H 3.52 -0.94 2.27  -0.0016
45 C 0.87 0.29 3.09  0.0270
46 H -4.38 -1.33 3.89  0.0003
47 H 3.23 -3.38 -0.35  0.0016
48 C 0.79 -3.95 0.86  0.0202
49 H 3.14 0.75 1.84  0.0036
50 H -2.61 3.74 3.48  0.0004
51 H 0.35 -0.40 -5.02  0.0004
52 H -3.24 -0.07 3.64  -0.0007
53 H -0.15 4.24 -2.42  0.0003
54 Si -2.28 2.60 1.36  0.0003
55 H 2.45 3.92 -3.93  0.0003
56 H -1.09 -2.54 -3.58  0.0034
57 H 4.49 2.43 -1.91  0.0010
58 H -3.38 3.97 -0.44  -0.0008
59 C -3.48 -1.10 3.33  0.0031
60 C 1.69 -2.32 -1.45  0.0870
61 H -0.23 3.26 2.44  0.0040
62 H -2.64 -1.71 3.69  -0.0004
63 H 0.19 2.86 -3.40  0.0022
64 H -0.47 4.49 1.10  0.0005
65 N 1.41 -0.49 1.99  0.0414
66 H -1.08 -2.21 -1.89  -0.0165
67 H 3.89 -3.26 -4.52  0.0009
68 N 0.91 -1.93 -0.41  -0.2424
69 H -4.47 3.53 0.81  0.0002
70 H 1.94 -1.76 -4.82  0.0001
71 H -6.11 -0.98 1.20  -0.0006
72 O 1.68 1.26 -1.03  0.0044
73 H 1.86 5.14 -2.77  0.0003
74 H -0.73 0.63 -3.95  -0.0004
75 H -3.60 -3.49 0.88  -0.0001
76 C -1.07 -1.73 -2.86  0.0570
77 H 0.69 -4.42 4.16  0.0006
78 H 4.19 1.50 -0.42  0.0004
79 H 0.16 2.79 0.75  0.0429
80 H 3.36 4.37 -2.40  0.0001
81 C 0.71 -3.93 3.18  0.0071
82 As -2.13 0.50 0.42  -0.0001

Calculated values
Energy above the lowest of the compared OMol25 structures with the same formula, charge and spin in kJ/mol: 95.1
Energy in eV: -143647.8752
HOMO-LUMO gap (alpha / beta) in Eh: 0.249 / 0.251
Expectation value of S²: 8.759
Total charge: 0
HOMO level (alpha / beta) in eV: -6.514 / -6.601
Spin multiplicity: 6